Formula: C5H12NSe
Source: the OMol25 dataset
Level of theory: wB97M-V/def2-TZVPD

Results
- Gap between HOMO and LUMO: 7.4 eV
- HOMO: -12.00 eV
- Relative energy (zero: lowest compared OMol25 entry of this formula, charge and spin): 5.42 kcal per mole
- Net charge: +1

CARTESIAN COORDINATES (ANGSTROEM)
Se  0.61  0.17  2.31
H  -1.21  -1.21  0.21
C  0.91  0.66  4.15
H  1.75  0.21  4.46
H  0.58  1.46  -2.71
C  -0.80  0.50  -1.05
H  1.23  0.53  -1.32
C  -0.33  -1.68  -1.64
H  -0.31  -2.73  -1.56
C  0.41  0.57  -2.01
N  -0.76  -0.92  -0.68
H  0.84  -1.16  -3.37
H  -0.57  0.96  2.27
H  0.00  0.30  4.57
H  -0.83  1.18  -0.06
H  -0.81  -0.55  -3.38
H  -1.74  0.67  -1.61
C  0.07  -0.72  -2.76
H  0.97  1.76  4.17